(1)
{"formula": "C48H36CuN4P2Te", "method": "the ωB97M-V functional and the def2-TZVPD basis", "homo_energy_ev": [-6.9, -6.9], "lumo_energy_ev": [-0.212, -0.994], "spin_multiplicity": 2, "orbital_gap_ha": [0.2451, 0.2154], "e_above_lowest_kj_mol": 56.1, "elements": ["Cu", "C", "C", "N", "C", "C", "C", "C", "C", "C", "C", "N", "C", "C", "C", "C", "C", "C", "C", "C", "N", "C", "H", "H", "H", "H", "H", "H", "H", "H", "H", "H", "H", "H", "Te", "C", "C", "C", "N", "C", "C", "C", "P", "C", "C", "C", "C", "C", "C", "C", "C", "C", "C", "C", "C", "P", "C", "C", "C", "C", "C", "C", "C", "C", "C", "C", "C", "C", "H", "H", "H", "H", "H", "H", "H", "H", "H", "H", "H", "H", "H", "H", "H", "H", "H", "H", "H", "H", "H", "H", "H", "H"], "xyz": [[1.493, -0.006, 0.533], [0.744, -0.041, 4.797], [0.569, 0.016, 3.410], [1.569, -0.086, 2.568], [2.830, -0.259, 3.030], [3.109, -0.287, 4.420], [2.012, -0.182, 5.297], [4.448, -0.381, 4.853], [5.450, -0.381, 3.919], [5.184, -0.369, 2.543], [3.879, -0.390, 2.059], [3.451, -0.461, 0.778], [4.147, -0.794, -0.334], [5.390, -1.411, -0.429], [5.978, -1.663, -1.675], [5.356, -1.327, -2.847], [4.064, -0.763, -2.807], [3.337, -0.419, -3.966], [2.087, 0.110, -3.841], [1.536, 0.274, -2.562], [2.183, -0.028, -1.460], [3.449, -0.520, -1.556], [-0.114, 0.047, 5.449], [-0.415, 0.164, 2.978], [2.188, -0.203, 6.366], [4.669, -0.426, 5.911], [6.482, -0.397, 4.246], [6.010, -0.325, 1.850], [5.909, -1.724, 0.463], [6.955, -2.128, -1.710], [5.832, -1.486, -3.806], [3.786, -0.590, -4.938], [1.500, 0.401, -4.701], [0.538, 0.665, -2.458], [-3.663, 0.527, 1.265], [-4.553, 0.234, -0.663], [-4.772, -1.033, -1.184], [-5.300, -1.144, -2.464], [-5.611, -0.098, -3.225], [-5.400, 1.113, -2.718], [-4.878, 1.332, -1.451], [-1.708, 0.349, 0.432], [-0.760, -1.153, 0.612], [-0.520, -1.874, -1.061], [0.533, -2.785, -1.182], [0.834, -3.355, -2.407], [0.087, -3.014, -3.527], [-0.971, -2.124, -3.410], [-1.277, -1.556, -2.180], [-1.833, -2.484, 1.276], [-2.324, -3.536, 0.508], [-3.158, -4.491, 1.073], [-3.502, -4.415, 2.414], [-2.985, -3.394, 3.198], [-2.156, -2.439, 2.634], [-0.525, 1.677, 0.699], [-0.216, 2.370, -0.978], [0.952, 3.102, -1.178], [1.189, 3.723, -2.396], [0.264, 3.607, -3.423], [-0.896, 2.866, -3.236], [-1.137, 2.250, -2.016], [-1.493, 3.106, 1.367], [-2.183, 4.032, 0.588], [-2.943, 5.027, 1.184], [-3.023, 5.121, 2.566], [-2.322, 4.219, 3.351], [-1.560, 3.226, 2.755], [-4.538, -1.918, -0.606], [-5.488, -2.119, -2.902], [-5.664, 1.947, -3.361], [-4.729, 2.339, -1.082], [1.111, -3.046, -0.299], [1.659, -4.052, -2.492], [0.325, -3.448, -4.490], [-1.553, -1.859, -4.285], [-2.118, -0.876, -2.084], [-2.059, -3.609, -0.539], [-3.538, -5.296, 0.457], [-4.169, -5.151, 2.845], [-3.230, -3.344, 4.251], [-1.746, -1.652, 3.256], [1.671, 3.181, -0.369], [2.091, 4.305, -2.543], [0.442, 4.102, -4.370], [-1.619, 2.776, -4.038], [-2.036, 1.664, -1.858], [-2.139, 3.985, -0.489], [-3.474, 5.738, 0.563], [-3.621, 5.896, 3.026], [-2.366, 4.295, 4.430], [-1.009, 2.528, 3.377]], "forces_ev_per_angstrom": [[0.718, -0.275, 0.456], [0.098, 0.011, 0.075], [0.020, 0.040, 0.034], [0.051, -0.055, -0.003], [0.212, -0.022, 0.557], [-0.175, 0.054, -0.313], [-0.059, -0.019, -0.025], [0.310, -0.007, 0.029], [-0.127, 0.020, 0.310], [-0.191, -0.050, -0.311], [0.464, -0.039, 0.127], [-0.889, 0.298, 0.115], [0.319, -0.144, -0.089], [-0.195, 0.124, 0.205], [0.013, -0.004, -0.369], [0.180, -0.085, 0.019], [-0.203, 0.110, 0.274], [-0.054, 0.017, 0.066], [0.040, -0.028, -0.137], [0.015, -0.072, -0.021], [-0.363, 0.120, 0.205], [0.328, -0.133, -0.253], [-0.008, -0.005, -0.006], [0.016, 0.005, -0.024], [-0.004, -0.011, 0.005], [-0.024, 0.036, 0.001], [0.001, -0.003, -0.006], [-0.004, -0.060, 0.039], [-0.012, 0.032, -0.019], [-0.002, 0.000, 0.047], [-0.001, -0.048, 0.016], [-0.011, 0.034, -0.014], [-0.011, -0.034, 0.002], [-0.046, -0.077, 0.009], [0.399, -0.246, -1.102], [-0.112, 0.185, 0.368], [-0.048, -0.001, 0.029], [0.020, -0.002, 0.016], [-0.025, -0.014, -0.137], [0.034, -0.006, 0.008], [-0.029, -0.029, -0.020], [0.230, -0.032, 1.761], [-0.768, 0.255, -1.458], [0.249, -0.120, 0.086], [-0.154, 0.076, -0.131], [0.096, -0.036, 0.025], [-0.017, -0.029, -0.055], [-0.012, 0.053, -0.106], [-0.041, 0.020, 0.067], [0.278, 0.021, 0.511], [-0.014, 0.049, -0.020], [-0.054, 0.001, -0.014], [-0.006, -0.017, -0.050], [-0.029, 0.018, 0.116], [0.050, -0.111, -0.089], [-0.810, -0.044, -1.342], [-0.090, 0.368, 0.218], [-0.169, 0.012, -0.074], [0.069, 0.032, 0.039], [0.002, 0.024, -0.076], [-0.040, -0.031, -0.018], [0.030, 0.007, 0.013], [0.349, -0.051, 0.369], [0.055, -0.035, 0.052], [-0.023, 0.017, 0.004], [-0.001, -0.003, -0.042], [-0.031, 0.000, 0.130], [0.038, -0.059, -0.063], [0.002, -0.023, -0.010], [0.027, -0.013, 0.043], [0.012, 0.021, 0.040], [-0.004, 0.007, -0.027], [0.075, 0.021, -0.042], [-0.015, -0.002, -0.009], [0.008, 0.010, -0.001], [-0.031, -0.029, 0.018], [0.081, 0.075, 0.021], [-0.051, -0.029, 0.026], [-0.017, 0.005, 0.011], [0.035, -0.020, 0.024], [-0.008, 0.019, -0.006], [-0.066, 0.023, 0.012], [0.033, 0.043, -0.026], [0.015, -0.033, -0.007], [0.018, -0.025, -0.008], [0.009, -0.004, -0.002], [0.002, 0.004, 0.015], [0.038, -0.034, -0.104], [-0.009, -0.020, -0.004], [0.011, 0.003, 0.005], [0.015, -0.022, -0.004], [-0.006, 0.016, 0.016]]}

(2)
{"formula": "C48H36N2OP2S7SiSn", "method": "the ωB97M-V functional and the def2-TZVPD basis", "homo_energy_ev": -7.5, "lumo_energy_ev": -0.157, "orbital_gap_ha": 0.2681, "e_above_lowest_kj_mol": 10.3, "elements": ["Sn", "C", "Si", "C", "C", "C", "C", "C", "C", "P", "C", "C", "C", "C", "C", "C", "C", "C", "C", "C", "C", "C", "C", "C", "C", "C", "C", "C", "P", "C", "C", "C", "C", "C", "C", "C", "C", "C", "C", "C", "C", "H", "H", "H", "H", "H", "H", "H", "H", "H", "H", "H", "H", "H", "H", "H", "H", "H", "H", "H", "H", "H", "H", "H", "H", "H", "H", "H", "H", "H", "H", "H", "O", "C", "S", "C", "C", "S", "S", "S", "S", "C", "S", "C", "N", "N", "C", "C", "C", "C", "C", "C", "S", "H", "H", "H", "H", "H"], "xyz": [[1.776, 1.204, 2.108], [0.064, -1.570, -3.666], [-0.158, -1.066, -1.874], [-1.439, 0.315, -1.759], [-2.579, -0.072, -2.475], [-3.733, 0.691, -2.507], [-3.780, 1.866, -1.782], [-2.667, 2.283, -1.072], [-1.484, 1.547, -1.063], [-0.041, 2.268, -0.169], [1.017, 2.825, -1.558], [0.729, 2.601, -2.901], [1.587, 3.070, -3.888], [2.733, 3.768, -3.545], [3.023, 3.999, -2.206], [2.172, 3.532, -1.220], [-0.684, 3.874, 0.416], [-0.903, 4.945, -0.451], [-1.376, 6.151, 0.038], [-1.630, 6.301, 1.397], [-1.409, 5.243, 2.264], [-0.937, 4.034, 1.772], [-0.789, -2.541, -0.881], [-0.879, -3.753, -1.572], [-1.372, -4.900, -0.970], [-1.801, -4.855, 0.345], [-1.741, -3.661, 1.046], [-1.245, -2.506, 0.451], [-1.215, -0.932, 1.389], [-2.939, -0.355, 1.210], [-3.267, 0.847, 1.840], [-4.543, 1.372, 1.736], [-5.509, 0.704, 0.994], [-5.188, -0.485, 0.359], [-3.908, -1.014, 0.462], [-1.211, -1.537, 3.119], [-2.352, -1.623, 3.912], [-2.264, -2.088, 5.217], [-1.042, -2.481, 5.741], [0.100, -2.405, 4.957], [0.014, -1.929, 3.659], [-0.824, -2.007, -4.120], [0.886, -2.282, -3.758], [0.338, -0.682, -4.239], [-2.571, -1.011, -3.018], [-4.589, 0.358, -3.078], [-4.681, 2.465, -1.764], [-2.730, 3.206, -0.509], [-0.165, 2.064, -3.187], [1.352, 2.891, -4.929], [3.396, 4.136, -4.317], [3.915, 4.545, -1.929], [2.398, 3.732, -0.179], [-0.690, 4.837, -1.507], [-1.539, 6.978, -0.640], [-1.992, 7.248, 1.777], [-1.587, 5.356, 3.326], [-0.754, 3.216, 2.457], [-0.531, -3.815, -2.595], [-1.412, -5.827, -1.527], [-2.186, -5.744, 0.827], [-2.084, -3.631, 2.073], [-2.520, 1.360, 2.431], [-4.783, 2.304, 2.231], [-6.507, 1.113, 0.908], [-5.938, -1.010, -0.219], [-3.669, -1.943, -0.040], [-3.313, -1.321, 3.518], [-3.158, -2.145, 5.824], [-0.978, -2.840, 6.759], [1.059, -2.705, 5.356], [0.913, -1.863, 3.062], [0.123, 6.332, 6.560], [0.442, 5.443, 5.822], [1.600, 5.625, 4.492], [1.515, 3.972, 3.916], [0.689, 3.138, 4.567], [0.413, 1.455, 4.184], [-0.211, 3.794, 5.921], [2.515, 3.559, 2.548], [3.967, -5.600, 0.144], [3.523, -4.191, -0.570], [2.347, -3.085, 0.096], [2.610, -1.997, -1.235], [3.466, -2.418, -2.094], [3.965, -3.636, -1.735], [4.970, -4.193, -2.586], [6.010, -3.377, -3.002], [6.981, -3.895, -3.843], [6.911, -5.217, -4.257], [5.861, -6.021, -3.837], [4.881, -5.512, -3.000], [1.865, -0.415, -1.375], [6.046, -2.348, -2.672], [7.796, -3.264, -4.173], [7.673, -5.622, -4.910], [5.800, -7.050, -4.163], [4.061, -6.129, -2.665]], "forces_ev_per_angstrom": [[-0.060, 0.035, 0.009], [-0.139, 0.014, 0.070], [-0.010, 0.055, -0.112], [0.097, 0.218, 0.108], [0.130, 0.017, 0.016], [-0.004, 0.056, -0.017], [-0.062, -0.048, -0.079], [0.039, 0.025, 0.049], [-0.004, -0.151, -0.158], [-0.071, 0.055, -0.113], [-0.019, -0.065, 0.020], [0.023, -0.026, 0.023], [0.009, -0.002, -0.017], [-0.010, 0.002, -0.006], [0.020, 0.005, -0.012], [0.057, -0.052, 0.015], [0.105, 0.026, -0.015], [0.101, 0.043, 0.032], [0.005, 0.000, -0.011], [-0.007, 0.002, -0.002], [-0.037, 0.023, 0.023], [-0.073, -0.034, -0.026], [-0.009, 0.008, -0.045], [0.101, -0.004, 0.043], [0.013, -0.020, -0.036], [-0.009, -0.042, -0.016], [0.035, -0.019, 0.020], [-0.010, 0.006, -0.063], [0.155, 0.079, 0.085], [0.030, 0.031, -0.023], [-0.108, -0.057, -0.007], [-0.015, -0.002, 0.061], [-0.002, -0.007, 0.009], [-0.045, -0.006, 0.057], [-0.022, 0.014, 0.060], [-0.022, 0.001, -0.025], [0.003, 0.036, 0.006], [0.002, -0.015, 0.035], [-0.004, 0.002, 0.018], [0.011, -0.010, -0.008], [-0.080, 0.011, 0.020], [-0.036, -0.028, -0.016], [0.023, -0.001, 0.015], [0.017, 0.028, 0.018], [-0.015, -0.039, -0.024], [-0.027, -0.023, 0.004], [-0.017, 0.009, 0.005], [-0.022, -0.096, -0.075], [-0.024, 0.019, 0.000], [-0.003, -0.004, -0.007], [0.014, -0.009, 0.002], [0.010, 0.018, 0.005], [-0.017, 0.017, -0.020], [-0.011, 0.005, -0.012], [-0.007, 0.013, -0.002], [0.008, 0.008, 0.014], [-0.018, 0.005, 0.011], [-0.037, -0.050, -0.006], [-0.015, -0.007, -0.044], [0.000, -0.025, -0.014], [0.000, -0.029, 0.006], [0.011, -0.005, -0.029], [0.114, 0.093, 0.059], [-0.005, 0.008, 0.013], [-0.021, 0.003, 0.006], [-0.013, -0.004, -0.027], [-0.011, 0.014, 0.002], [0.012, -0.014, -0.003], [-0.013, 0.005, 0.015], [-0.003, -0.011, 0.021], [0.003, 0.003, 0.017], [0.129, 0.000, -0.129], [0.008, 0.009, 0.015], [-0.023, -0.009, -0.044], [0.012, 0.012, -0.008], [0.040, 0.034, 0.050], [0.038, -0.029, 0.033], [-0.045, -0.058, -0.152], [-0.027, 0.013, -0.015], [-0.022, -0.175, -0.027], [0.018, -0.072, 0.067], [-0.093, 0.045, 0.069], [0.089, 0.031, 0.031], [-0.004, -0.192, 0.024], [-0.018, 0.142, -0.091], [-0.041, -0.056, 0.041], [0.054, 0.005, -0.057], [-0.014, -0.014, 0.017], [0.006, -0.011, -0.011], [0.001, -0.002, -0.002], [-0.006, 0.010, -0.003], [-0.009, 0.010, -0.012], [-0.129, 0.196, 0.301], [0.001, 0.016, 0.000], [0.010, 0.011, 0.001], [0.015, 0.000, -0.011], [0.003, -0.017, -0.003], [-0.007, -0.010, 0.000]]}